# C30H34BF3O2

A cluster of 2 separate species, C30H34BF3O2 in total at a distorted geometry (ωB97M-V/def2-TZVPD, the Open Molecules 2025 dataset).

Properties
energy = -1638.4255 Eh
strongest force on any atom = 4.9 eV Å⁻¹
LUMO energy = -2.785 eV
HOMO-LUMO gap = 3.87 eV

Geometry (Å):
1 F 6.238 -2.758 -0.531
2 F 6.220 -1.457 1.252
3 F 6.082 -0.569 -0.751
4 O -1.029 -1.676 -1.021
5 O -0.862 -0.605 1.069
6 C 2.067 -1.768 -1.128
7 C -2.268 -0.771 0.858
8 C 3.509 -1.600 1.271
9 C -3.021 -0.522 -1.668
10 C 3.932 2.981 2.036
11 C -2.970 0.560 1.007
12 C 4.169 -1.738 0.053
13 C 2.127 -1.419 1.259
14 C -2.140 3.883 -0.578
15 C -0.782 -4.261 0.438
16 C 0.675 -4.192 0.675
17 C -2.448 3.713 -1.931
18 C -0.779 1.961 -2.064
19 C 1.401 -1.535 0.075
20 C 2.992 1.375 0.500
21 C -3.179 -2.707 -0.662
22 C 5.674 -1.637 0.011
23 C -1.184 3.098 0.049
24 C 1.709 1.995 0.540
25 C -0.455 2.121 -0.683
26 C -0.185 -3.034 1.048
27 C 1.672 3.269 1.200
28 C 3.463 -1.883 -1.138
29 C -2.388 -1.418 -0.623
30 C -2.825 -1.658 1.958
31 C 4.040 1.792 1.300
32 C -3.511 4.565 -2.559
33 C 0.623 1.364 -0.144
34 C -1.750 2.746 -2.669
35 C 2.755 3.738 1.939
36 B -0.242 -1.502 0.150
37 H -1.085 -4.228 -0.611
38 H 4.768 3.323 2.648
39 H -4.043 -0.239 -1.382
40 H 0.837 0.445 -0.682
41 H -0.215 1.227 -2.649
42 H -0.988 3.221 1.115
43 H -4.059 0.404 1.004
44 H 1.083 -4.814 1.472
45 H -1.985 2.608 -3.728
46 H -2.316 -2.627 1.999
47 H -3.903 -1.810 1.828
48 H -3.163 5.600 -2.690
49 H -2.671 -1.157 2.920
50 H 2.690 4.700 2.454
51 H 1.622 -1.221 2.204
52 H -4.247 -2.507 -0.524
53 H -2.864 -3.423 0.096
54 H 4.066 -1.576 2.204
55 H -2.439 0.385 -1.840
56 H 1.317 -4.095 -0.203
57 H -4.401 4.600 -1.918
58 H -2.669 4.655 -0.011
59 H -3.803 4.177 -3.539
60 H 0.792 3.902 1.123
61 H -2.712 1.249 0.197
62 H 3.995 -2.071 -2.069
63 H 3.105 0.501 -0.147
64 H -0.315 -2.864 2.122
65 H 4.950 1.192 1.360
66 H -2.695 1.029 1.958
67 H -3.076 -1.062 -2.622
68 H -1.368 -4.934 1.076
69 H 1.511 -1.869 -2.061
70 H -3.047 -3.173 -1.645

Results of the natural (NBO) charge analysis, in e, for atoms 1 through 8:
1 F -0.330
2 F -0.335
3 F -0.341
4 O -0.754
5 O -0.732
6 C -0.218
7 C 0.252
8 C -0.205

# C30H34BN8OSc

A structure of composition C30H34BN8OSc (ωB97M-V/def2-TZVPD, the Open Molecules 2025 dataset).

Properties
energy = -2461.7220 Eh
total charge = +3
strongest force on any atom = 0.5 eV Å⁻¹
LUMO energy (alpha / beta) = -8.668 / -12.071 eV
HOMO-LUMO gap (alpha / beta) = 8.37 / 4.96 eV
spin multiplicity = 2

Geometry (Å):
1 Sc -0.089 0.033 0.046
2 O -1.844 1.072 -0.183
3 N 3.268 1.906 -2.839
4 N 0.661 2.118 -0.080
5 N 1.126 0.488 -2.772
6 N 3.754 1.127 -3.942
7 N 2.140 -0.260 0.059
8 N 2.846 0.389 -0.912
9 N 0.165 -0.207 -2.093
10 N 1.394 2.424 -1.188
11 C 3.051 -0.788 0.882
12 C -2.389 -3.079 -0.884
13 C -1.507 -2.468 0.187
14 C 4.166 0.225 -0.691
15 C -2.893 1.646 -0.585
16 C -3.228 1.555 -2.042
17 C 4.016 2.944 -2.639
18 C -0.211 -0.417 -4.293
19 C -5.741 3.631 0.770
20 C -4.937 2.937 -0.111
21 C -0.218 -2.925 0.473
22 C -0.635 -0.752 -3.017
23 C 4.790 1.750 -4.411
24 C -1.639 -3.974 -1.867
25 C -0.022 -1.451 2.410
26 C 0.374 4.293 -0.555
27 C -4.139 3.246 2.545
28 C -3.727 2.378 0.331
29 C 0.729 -0.948 3.615
30 C -3.339 2.548 1.671
31 C 0.487 -2.451 1.575
32 C -2.019 -1.470 1.018
33 C -3.513 -3.872 -0.198
34 C 0.905 0.373 -4.091
35 C -5.345 3.785 2.093
36 C 0.064 3.250 0.305
37 C 4.342 -0.521 0.449
38 C 1.195 3.720 -1.501
39 C -1.294 -0.958 2.095
40 C 5.053 2.940 -3.652
41 B 2.139 1.286 -1.936
42 H 0.111 -1.034 4.509
43 H -0.779 -3.483 -2.327
44 H 5.835 3.675 -3.780
45 H -0.636 -0.718 -5.236
46 H 2.755 -1.331 1.759
47 H 1.558 0.833 -4.812
48 H -5.256 2.824 -1.138
49 H -5.976 4.333 2.781
50 H -2.866 -2.250 -1.423
51 H -3.096 -4.697 0.383
52 H -2.399 2.135 2.016
53 H 5.269 -0.834 0.897
54 H -4.181 -4.292 -0.948
55 H 1.637 -1.523 3.789
56 H 0.056 5.320 -0.499
57 H -1.471 -1.363 -2.721
58 H 5.336 1.369 -5.262
59 H 1.005 0.104 3.514
60 H -4.207 1.096 -2.195
61 H -3.001 -1.063 0.814
62 H -3.839 3.382 3.575
63 H -1.737 -0.179 2.705
64 H -4.107 -3.249 0.472
65 H 3.866 3.648 -1.834
66 H -6.677 4.054 0.429
67 H 1.443 -2.902 1.803
68 H 4.912 0.624 -1.359
69 H -2.472 0.978 -2.560
70 H -3.279 2.558 -2.472
71 H 0.231 -3.696 -0.141
72 H -1.287 -4.883 -1.378
73 H -2.313 -4.287 -2.664
74 H -0.568 3.266 1.178
75 H 1.633 4.164 -2.379

Results of the Mulliken charge analysis, in e, for atoms 1 through 8:
1 Sc -0.023
2 O 0.057
3 N 0.188
4 N -0.223
5 N 0.044
6 N -0.733
7 N 0.472
8 N 0.372

# C30H34Cl2MoN5O3P2S4

A structure of composition C30H34Cl2MoN5O3P2S4 at a distorted geometry (ωB97M-V/def2-TZVPD, the Open Molecules 2025 dataset).

Properties
energy = -4926.9051 Eh
total charge = +1
strongest force on any atom = 1.2 eV Å⁻¹
LUMO energy (alpha / beta) = -3.346 / -3.913 eV
HOMO-LUMO gap (alpha / beta) = 6.70 / 6.30 eV
spin multiplicity = 3

Geometry (Å):
1 Mo -0.497 0.007 0.642
2 Cl -4.811 -1.185 2.245
3 Cl -5.338 -4.053 2.527
4 S 0.517 -3.683 0.079
5 S 1.866 -0.681 0.136
6 S -2.537 1.282 0.427
7 S 0.293 1.926 1.895
8 P 0.162 1.271 -1.455
9 P -0.306 -1.476 2.588
10 O 1.982 -2.562 2.189
11 O -1.651 -0.708 2.477
12 O -2.474 -2.170 0.120
13 N -1.730 -3.876 2.605
14 N -4.176 4.439 1.307
15 N 1.924 -0.131 3.644
16 N -0.664 5.157 3.335
17 N -1.609 -1.344 -0.591
18 C 1.945 1.623 -1.696
19 C -1.007 -0.898 -2.960
20 C -1.942 2.878 -2.318
21 C -0.743 -3.102 3.324
22 C -0.051 0.946 -4.168
23 C 2.023 -3.434 1.004
24 C -0.693 2.869 -1.695
25 C -2.176 5.226 -1.872
26 C 2.854 -4.670 1.216
27 C 3.954 2.710 -0.911
28 C -2.241 2.727 1.351
29 C -1.286 -1.505 -4.190
30 C -5.830 -2.539 1.749
31 C 4.679 2.143 -1.949
32 C 0.693 -0.874 4.035
33 C -3.310 3.687 1.342
34 C -2.674 4.048 -2.412
35 C -1.637 -1.609 -1.839
36 C 4.105 -1.899 1.048
37 C -0.200 4.056 -1.163
38 C -0.889 4.201 2.741
39 C -0.938 5.228 -1.252
40 C -0.334 0.333 -5.378
41 C 2.690 1.027 -2.710
42 C 4.045 1.291 -2.840
43 C 2.605 -2.086 0.972
44 C -0.339 0.339 -2.947
45 C 2.603 2.442 -0.777
46 C -0.935 -0.913 -5.390
47 C -1.095 2.988 2.011
48 H 2.527 0.049 4.449
49 H -2.758 6.136 -1.927
50 H -0.542 6.139 -0.827
51 H 0.066 -0.188 4.608
52 H 4.604 0.824 -3.638
53 H 3.190 -5.050 0.253
54 H 2.071 2.848 0.074
55 H -0.074 -4.495 0.962
56 H 1.001 -1.714 4.654
57 H -2.364 1.964 -2.718
58 H -1.159 -1.409 -6.324
59 H -2.616 -3.380 2.540
60 H 3.714 -4.484 1.851
61 H 1.638 0.785 3.225
62 H 0.761 4.093 -0.672
63 H -1.810 -2.451 -4.199
64 H 4.356 -0.870 1.303
65 H -2.290 -2.432 -2.120
66 H 4.552 -2.570 1.776
67 H 2.235 0.328 -3.396
68 H -3.642 4.036 -2.892
69 H 4.441 3.360 -0.198
70 H 2.243 -5.446 1.678
71 H 0.171 -3.677 3.460
72 H -1.086 -2.773 4.322
73 H -2.616 -1.709 0.973
74 H -1.919 -4.734 3.111
75 H -6.856 -2.327 2.031
76 H -0.088 0.834 -6.304
77 H -5.727 -2.665 0.676
78 H 0.413 1.925 -4.172
79 H 5.734 2.355 -2.056
80 H 2.453 -0.651 2.934
81 H 4.546 -2.099 0.072

Results of the natural (NBO) charge analysis, in e, for atoms 1 through 8:
1 Mo 0.146
2 Cl -0.009
3 Cl -0.034
4 S 0.027
5 S -0.147
6 S 0.051
7 S -0.095
8 P 1.190

> energy of number 1 (C30H34BF3O2)?

-1638.4255 Eh